This record from the OMol25 dataset describes a cluster of 7 separate species, C26H42O4S4 in total at a distorted geometry. The level of theory is ωB97M-V/def2-TZVPD.

For the energy above the lowest of the compared OMol25 structures with the same formula, charge and spin, the calculation gives 12.376 eV. The value obtained for the LUMO energy is 0.23 eV. As for the HOMO energy: -8.61 eV.

Last column: Mulliken charge in e.
Atoms and positions in Å:
C1 0.643 -5.985 0.989  -1.210
S1 -1.086 -5.712 1.182  0.415
O1 -1.471 -6.024 2.697  -0.605
C2 -0.779 -3.918 1.011  -1.349
H1 1.113 -5.303 1.872  0.237
H2 1.025 -5.696 0.257  0.550
H3 0.711 -6.909 1.222  0.478
H4 -0.304 -3.912 0.131  0.726
H5 -0.227 -3.566 1.702  0.539
H6 -1.694 -3.224 0.906  0.222
C3 4.637 -1.140 -3.594  -1.401
S2 3.171 -0.592 -2.714  0.889
O2 2.132 -0.413 -3.806  -0.706
C4 2.889 -2.271 -2.178  -0.940
H7 4.566 -1.391 -4.629  0.402
H8 5.063 -1.975 -3.258  0.552
H9 5.402 -0.400 -3.255  0.347
H10 2.816 -2.822 -2.925  0.659
H11 2.035 -2.152 -1.273  -0.162
H12 3.829 -2.519 -1.609  0.389
C5 1.649 4.155 0.615  -1.303
S3 0.724 4.402 2.097  0.297
O3 -0.001 3.052 2.363  -0.554
C6 2.159 4.297 3.122  -0.923
H13 2.009 5.100 0.455  0.660
H14 1.177 4.154 -0.379  0.447
H15 2.417 3.563 0.658  0.393
H16 2.128 5.343 3.173  0.350
H17 3.107 3.652 2.897  0.247
H18 1.876 4.053 4.115  0.404
C7 0.237 -0.995 0.734  -1.434
S4 0.813 0.724 0.399  0.673
O4 2.266 0.695 0.039  -0.623
C8 -0.116 0.827 -1.159  -0.689
H19 0.931 -1.434 1.464  0.500
H20 0.440 -1.509 -0.191  -0.029
H21 -0.633 -0.988 1.236  0.816
H22 -1.068 0.949 -1.155  0.582
H23 0.341 0.005 -1.895  0.086
H24 0.257 1.694 -1.767  0.003
C9 -4.042 0.400 -1.700  -0.123
C10 -3.288 -0.895 -2.126  -0.123
C11 -3.879 -2.161 -1.895  -0.848
C12 -5.235 -2.131 -1.587  -0.393
C13 -6.100 -1.058 -1.341  -0.555
C14 -5.356 0.343 -1.304  -0.219
H25 -3.771 1.424 -1.635  0.353
H26 -2.091 -0.892 -2.396  0.086
H27 -3.312 -2.837 -2.124  0.944
H28 -5.625 -3.095 -1.462  0.344
H29 -7.105 -1.160 -0.944  0.373
H30 -5.771 1.498 -1.115  0.170
C15 2.352 5.258 -4.073  -0.749
C16 3.592 5.674 -3.228  -0.737
C17 4.113 4.768 -2.258  -0.495
C18 3.690 3.491 -2.098  -0.209
C19 2.555 3.038 -2.824  0.783
C20 1.788 3.962 -3.765  -0.650
H31 1.934 5.919 -4.597  0.626
H32 4.166 6.423 -3.465  0.551
H33 4.971 5.024 -1.889  0.599
H34 4.048 2.805 -1.146  0.153
H35 2.103 2.081 -2.466  -0.340
H36 0.865 3.746 -4.123  0.533
C21 -1.686 -1.307 5.370  -0.906
C22 -1.778 -2.083 4.145  -0.093
C23 -3.032 -2.339 3.575  -0.008
C24 -4.216 -1.682 4.086  -0.303
C25 -4.143 -0.804 5.192  -0.257
C26 -2.785 -0.635 5.939  -0.572
H37 -0.792 -1.207 5.801  0.519
H38 -0.963 -2.443 3.700  0.593
H39 -3.130 -2.856 2.569  0.103
H40 -5.281 -1.865 3.547  0.202
H41 -5.148 -0.250 5.441  0.244
H42 -2.859 0.056 6.680  0.473

***

This record from the OMol25 dataset describes a structure of composition C26H43AsIN8O3S2V at a distorted geometry. The level of theory is ωB97M-V/def2-TZVPD.

For the energy above the lowest of the compared OMol25 structures with the same formula, charge and spin, the calculation gives 0.681 eV. The value obtained for the LUMO energy (spin up / spin down) is -10.00 / -9.07 eV. Its spin multiplicity is 2. As for the HOMO energy (spin up / spin down): -14.33 / -14.33 eV. As for the total charge: +3. The expectation value of S² is 0.92.

Last column: Löwdin spin population.
Atoms and positions in Å:
V1 -0.424 -0.521 0.386  1.366
C1 0.469 -0.940 3.650  0.000
C2 1.236 0.248 3.101  0.000
N1 0.795 0.663 1.716  -0.012
C3 0.368 2.082 1.626  0.001
C4 0.388 2.403 0.157  0.001
N2 -0.369 1.338 -0.555  -0.024
C5 -0.147 1.439 -2.016  0.002
C6 -0.680 0.209 -2.712  0.001
C7 0.199 -1.001 -2.468  -0.017
N3 0.490 -1.257 -1.041  -0.241
C8 1.120 -2.592 -0.871  -0.012
C9 0.762 -3.107 0.505  0.001
N4 0.768 -1.903 1.363  -0.017
C10 0.641 -2.206 2.816  0.001
H1 -0.571 -0.640 3.738  0.000
H2 0.808 -1.140 4.666  0.000
H3 2.303 0.034 3.045  0.000
H4 1.100 1.102 3.761  0.000
H5 1.658 0.588 1.165  0.002
H6 -0.640 2.174 2.033  0.000
H7 1.052 2.719 2.189  0.000
H8 1.415 2.399 -0.214  0.000
H9 -0.054 3.375 -0.064  -0.001
H10 -1.385 1.586 -0.329  0.001
H11 0.926 1.547 -2.187  0.000
H12 -0.633 2.347 -2.380  -0.001
H13 -0.732 0.386 -3.786  0.000
H14 -1.706 0.012 -2.385  0.001
H15 1.157 -0.883 -2.989  -0.008
H16 -0.279 -1.899 -2.861  -0.008
H17 2.056 -0.146 -0.918  -0.002
H18 2.203 -2.492 -1.000  -0.008
H19 0.746 -3.262 -1.641  -0.004
H20 1.477 -3.832 0.898  -0.001
H21 -0.234 -3.549 0.490  0.000
H22 1.716 -1.507 1.248  0.001
H23 1.563 -2.714 3.109  -0.001
H24 -0.174 -2.916 2.961  0.000
N5 -0.775 -5.564 -2.436  0.000
C11 -1.545 -4.451 -2.493  0.000
N6 -1.750 -3.665 -1.466  0.000
C12 -2.553 -2.611 -1.840  0.000
C13 -2.935 -2.573 -3.140  -0.001
S1 -2.288 -3.928 -3.976  -0.001
C14 -3.055 -1.706 -0.803  0.002
C15 -4.340 -1.305 -0.733  0.002
S2 -4.692 -0.542 0.772  -0.001
C16 -3.081 -0.760 1.244  0.000
N7 -2.290 -1.323 0.328  -0.014
N8 -2.556 -0.421 2.455  -0.001
H25 -0.768 -6.205 -3.213  0.000
H26 -0.629 -5.975 -1.528  0.000
H27 -3.549 -1.845 -3.646  0.000
H28 -5.129 -1.533 -1.431  0.000
H29 -3.144 0.120 3.074  0.000
H30 -2.100 -1.191 2.926  0.000
C17 -2.790 4.973 0.760  0.000
As1 -3.727 3.309 0.605  0.000
C18 -4.856 3.141 2.144  0.000
C19 -4.834 3.392 -0.954  0.000
O1 -2.656 2.013 0.516  0.001
H31 -3.509 5.792 0.743  0.000
H32 -2.107 5.089 -0.080  0.000
H33 -2.240 5.000 1.699  0.000
H34 -5.426 4.061 2.273  0.000
H35 -4.239 2.983 3.027  0.000
H36 -5.551 2.313 2.011  0.000
H37 -5.548 4.208 -0.854  0.000
H38 -5.370 2.451 -1.066  0.000
H39 -4.210 3.565 -1.830  0.000
I1 9.859 1.063 -1.113  0.000
C20 7.846 0.690 -0.796  0.000
C21 6.923 0.977 -1.802  0.000
C22 5.583 0.732 -1.591  0.000
C23 5.155 0.192 -0.372  0.000
C24 6.088 -0.101 0.630  0.000
C25 7.426 0.151 0.421  0.000
C26 3.760 -0.089 -0.119  0.000
O2 2.886 0.344 -1.066  -0.006
O3 3.297 -0.648 0.877  0.000
H40 7.260 1.386 -2.744  0.000
H41 4.868 0.950 -2.372  0.000
H42 5.754 -0.529 1.566  0.000
H43 8.149 -0.072 1.193  0.000

***

This record from the OMol25 dataset describes a structure of composition C26H43Cl3N3O3SiV at a distorted geometry. The level of theory is ωB97M-V/def2-TZVPD.

For the energy above the lowest of the compared OMol25 structures with the same formula, charge and spin, the calculation gives 1.008 eV. The value obtained for the LUMO energy (spin up / spin down) is 0.51 / 0.50 eV. Its spin multiplicity is 3. As for the HOMO energy (spin up / spin down): -7.83 / -8.30 eV. The expectation value of S² is 2.01.

Last column: Löwdin spin population.
Atoms and positions in Å:
C1 -1.703 -1.772 -3.425  0.000
C2 -1.079 -2.447 -2.243  -0.001
H1 -1.350 -2.210 -4.366  0.000
H2 -1.459 -0.708 -3.405  0.000
H3 -2.793 -1.878 -3.416  0.000
C3 -0.527 -3.677 -2.303  -0.001
C4 -0.303 -4.462 -3.558  0.000
H4 -0.296 -4.228 -1.385  0.000
H5 -0.267 -3.818 -4.446  0.000
H6 -1.111 -5.192 -3.714  0.000
H7 0.638 -5.029 -3.499  0.000
V1 0.027 0.950 0.143  1.918
Cl1 -2.255 1.327 0.108  0.021
Cl2 1.409 2.657 -0.624  0.010
H8 0.738 5.101 4.037  0.000
H9 -1.414 6.253 2.982  0.000
C5 0.977 4.775 3.015  0.000
C6 -1.022 5.869 2.033  0.000
N1 -0.245 4.657 2.235  0.001
H10 1.484 3.810 3.050  0.000
C7 -0.617 3.493 1.690  0.002
O1 0.058 2.434 1.734  0.009
H11 -1.868 5.648 1.379  0.000
H12 -1.589 3.527 1.171  0.001
H13 1.641 5.525 2.562  0.000
H14 -0.409 6.653 1.568  0.000
H15 1.372 -1.374 -2.743  0.000
H16 2.370 -3.698 -1.557  0.000
C8 2.258 -0.921 -2.267  0.000
C9 3.154 -2.990 -1.240  0.000
N2 2.594 -1.656 -1.053  0.001
H17 2.066 0.136 -2.037  0.000
C10 2.536 -1.081 0.173  0.001
O2 2.135 0.082 0.368  0.008
H18 3.602 -3.332 -0.301  0.000
H19 2.861 -1.740 1.007  0.000
H20 3.099 -1.023 -2.961  0.000
H21 3.910 -2.938 -2.034  0.000
O3 -0.259 -0.679 -0.861  0.028
C11 -1.196 -1.704 -0.905  0.003
C12 0.208 -3.061 0.673  0.000
C13 -1.059 -2.639 0.302  0.002
H22 1.051 -2.788 0.030  0.000
C14 0.399 -3.928 1.746  0.000
H23 -2.193 -1.239 -0.916  0.001
C15 -2.179 -3.173 0.945  0.000
H24 1.426 -4.190 2.045  0.000
C16 -0.709 -4.504 2.360  0.000
C17 -2.003 -4.129 1.952  0.000
H25 -3.167 -2.866 0.593  0.000
H26 -0.568 -5.245 3.160  0.000
H27 -2.886 -4.595 2.394  0.000
Si1 -0.542 3.521 -3.259  0.000
Cl3 -0.436 1.406 -2.863  -0.001
C18 1.244 4.065 -3.520  0.000
C19 -1.715 4.190 -1.960  0.000
C20 -1.288 4.016 -4.938  0.000
H28 1.916 3.210 -3.486  0.000
H29 1.574 4.806 -2.787  0.000
H30 1.329 4.522 -4.515  0.000
H31 -0.597 3.760 -5.754  0.000
H32 -1.433 5.111 -4.974  0.000
H33 -2.256 3.547 -5.158  0.000
H34 -1.922 3.453 -1.176  0.000
H35 -2.680 4.426 -2.436  0.000
H36 -1.335 5.110 -1.499  0.000
C21 0.385 -2.276 5.859  0.000
C22 0.217 -1.482 4.603  0.002
C23 1.290 -0.743 4.087  -0.001
C24 1.130 -0.053 2.883  0.002
N3 0.020 -0.139 2.123  -0.008
C25 -1.049 -0.738 2.680  0.002
C26 -0.986 -1.445 3.889  -0.001
H37 1.308 -2.874 5.828  0.000
H38 0.460 -1.644 6.756  0.000
H39 -0.448 -2.972 6.010  0.000
H40 2.254 -0.690 4.585  0.000
H41 1.924 0.563 2.476  0.000
H42 -1.984 -0.645 2.122  0.000
H43 -1.866 -1.986 4.226  0.000